An isolated molecule of C18H21ClN2O. Source: the Open Molecules 2025 dataset; level of theory: ωB97M-V with the def2-TZVPD basis set.

```
43
Properties=species:S:1:pos:R:3:nbo_charge:R:1
O -3.64 -0.97 -2.47 -0.70
C -2.58 -1.14 -1.56 0.06
C -1.67 0.11 -1.54 -0.23
N -0.68 0.00 -0.49 -0.46
C -1.14 0.50 0.79 -0.23
C -0.13 0.12 1.88 -0.21
N 1.17 0.68 1.58 -0.45
C 1.52 1.94 2.03 0.28
C 1.21 2.33 3.34 -0.29
C 1.60 3.55 3.83 -0.17
C 2.33 4.44 3.05 -0.29
C 2.64 4.06 1.76 0.01
Cl 3.54 5.14 0.75 0.00
C 2.25 2.84 1.25 -0.34
C 1.60 0.20 0.29 -0.22
C 0.61 0.58 -0.82 -0.23
C -1.72 -2.35 -1.81 0.05
C -1.43 -2.78 -3.10 -0.25
C -0.58 -3.85 -3.31 -0.21
C 0.01 -4.50 -2.23 -0.22
C -0.27 -4.07 -0.94 -0.20
C -1.13 -3.00 -0.74 -0.22
H -3.28 -0.87 -3.35 0.46
H -3.07 -1.25 -0.58 0.18
H -2.30 1.01 -1.43 0.19
H -1.16 0.17 -2.50 0.19
H -2.11 0.05 1.02 0.20
H -1.26 1.60 0.78 0.17
H -0.49 0.48 2.85 0.21
H -0.04 -0.97 1.92 0.20
H 0.68 1.65 4.00 0.21
H 1.35 3.82 4.85 0.22
H 2.64 5.40 3.44 0.23
H 2.51 2.61 0.23 0.22
H 2.60 0.56 0.06 0.21
H 1.64 -0.89 0.34 0.21
H 0.95 0.17 -1.77 0.21
H 0.56 1.68 -0.91 0.17
H -1.87 -2.29 -3.96 0.20
H -0.37 -4.18 -4.32 0.21
H 0.67 -5.33 -2.40 0.21
H 0.18 -4.57 -0.10 0.21
H -1.35 -2.67 0.27 0.21
```

Its spin multiplicity is 1. Its net charge is 0. The value obtained for the molar mass is 316.83 g mol⁻¹. The calculation puts the gap between HOMO and LUMO at 8.55 eV. The calculation puts the total energy at -1343.43776 a.u. As for the largest force on an atom: 0.55 eV/Å. The HOMO energy is -0.2879 Ha.